18
Properties=species:S:1:pos:R:3:forces:R:3:lowdin_charge:R:1 method="wB97M-V/def2-TZVPD" homo_energy_ev=-7.95 de_lowest_ev=2.171 energy_ev=-23223.92738 multiplicity=1 total_charge=0 orbital_gap_ev=8.516
H -0.81024 0.49047 -2.28036 -0.128 -0.852 0.168 0.12
C 2.14561 1.12446 0.95129 0.218 -0.658 -2.295 -0.07
O -2.51523 0.17945 1.74190 0.389 0.217 -0.659 0.17
H -0.15697 1.72224 -0.74785 0.593 0.612 0.427 0.11
O -2.87187 2.12548 0.57333 0.000 1.752 -1.451 0.23
C -0.21134 -2.47490 -1.21921 0.230 -0.532 1.208 -0.53
H 0.86177 -0.56613 0.65096 0.746 -1.073 0.630 0.07
C 0.22220 0.72164 -0.59477 -0.860 1.781 0.339 -0.24
H 2.19194 1.12298 1.99035 0.310 -0.341 1.849 0.04
C -2.63076 1.13937 1.08810 -0.370 -1.908 2.103 -0.43
N 0.06335 -1.38438 -1.76972 -0.061 -0.826 -0.918 -0.02
H -1.16334 -1.32154 0.57805 -0.205 -1.058 -0.080 -0.16
N 0.90845 0.41337 0.53097 1.303 0.689 0.779 -0.05
H 2.06190 2.16647 0.68597 -0.242 0.346 -0.341 0.07
H 0.20825 -3.46806 -1.54830 -0.461 1.222 -0.047 0.08
C -0.33035 -0.07963 -1.47271 -0.181 -0.647 -1.806 -0.21
S -1.11598 -2.68443 0.34734 0.295 1.151 -0.466 0.72
H 3.14262 0.77315 0.49469 -1.577 0.126 0.558 0.11